DFT (ωB97M-V with the def2-TZVPD basis set) results for a single C2H6N4 molecule in a non-equilibrium geometry.

```
12
Properties=species:S:1:pos:R:3:forces:R:3
N -2.3943 -0.3914 0.1854 -0.55 -4.07 1.17
N 1.7276 -1.0694 -0.2208 -2.17 -3.15 6.08
N -1.0738 -0.2617 -0.1673 -2.54 -6.66 -0.98
N 1.9249 0.2106 0.2506 -0.98 1.10 -2.97
C 0.9598 1.0076 -0.1311 -0.96 0.31 2.40
C -0.6117 0.8372 -0.0971 1.61 5.68 1.19
H 0.6205 -1.1378 0.0769 2.62 -1.10 -1.66
H -3.0592 0.2137 -0.1641 -0.97 2.48 -1.12
H -1.5895 1.5157 0.3341 3.67 0.19 -1.15
H 2.1975 -1.7000 0.6546 -1.25 1.70 -3.30
H 1.3053 1.9526 0.1110 -0.17 2.35 0.18
H -2.8538 -1.3294 0.0210 1.71 1.17 0.18
```
Forces are in eV/Å.

* relative energy (zero: lowest compared OMol25 entry of this formula, charge and spin): 5.908 eV
* SMILES string: N/N=C\C=N\N
* lowest unoccupied orbital energy: 0.0232 hartree
* charge: 0
* Kohn-Sham gap: 9.41 eV

For each atom in turn, the Mulliken charge in e is: -0.70, -0.41, -0.08, -0.32, -0.38, 0.15, 0.29, 0.23, 0.30, 0.30, 0.37, 0.25

DFT (ωB97M-V with the def2-TZVPD basis set) results for a molecular structure, C24H18BrClN5NiSe in a non-equilibrium geometry.

```
51
Properties=species:S:1:pos:R:3:forces:R:3
Br 0.8446 5.6815 2.5392 0.00 -0.25 0.00
Se -1.9733 2.1370 -1.8815 -0.05 -0.68 0.27
Ni -0.1799 -0.9198 -0.4834 1.89 0.10 -0.31
Cl 2.9700 4.3806 -4.2651 0.09 0.46 -0.21
N 0.4786 -0.2532 1.4174 -0.39 -1.88 0.19
N -1.4270 0.5231 -1.3684 -0.64 -0.18 0.27
N 0.1816 -2.6772 0.3753 0.17 -0.30 0.70
N -2.2834 -1.2872 -0.2027 -0.46 -0.45 0.40
N -3.5661 1.9085 -1.1964 -0.72 0.15 0.02
C 2.5149 2.9320 -3.4693 -0.24 -0.67 0.34
C -2.4478 -0.0607 -0.7282 -0.38 1.19 -0.82
C 0.5945 1.0754 1.7811 0.07 1.54 0.16
C 0.7557 3.8171 2.2302 -0.05 0.07 -0.16
C -3.6574 0.6997 -0.6509 0.90 0.39 -0.38
C 0.0837 -5.0489 0.5533 0.16 0.06 0.22
C 1.3801 0.8174 -3.5124 0.18 -0.23 0.89
C -4.7582 0.0884 -0.0201 -0.28 -0.62 0.45
C 0.5247 1.9911 0.7231 -0.05 -0.55 0.11
C -3.3244 -1.8104 0.4149 0.98 0.12 -0.44
C 1.6048 -0.7495 -1.6004 -1.28 -0.98 1.25
C 0.5947 3.3486 0.9311 0.05 0.30 0.34
C 2.9496 2.6874 -2.1651 -0.06 0.41 -0.59
C 1.7289 1.9902 -4.1374 0.26 0.73 0.09
C 0.4802 -2.5880 1.6903 -0.11 -1.35 -0.41
C 0.7581 1.5693 3.0829 -0.02 -0.26 -0.40
C 0.6255 -3.7395 2.4704 -0.09 0.54 -0.10
C 1.8557 0.5136 -2.2140 0.51 1.11 -0.75
C 0.4177 -4.9816 1.9007 -0.06 0.00 -0.42
C 0.6233 -1.2532 2.2221 0.07 1.41 -0.35
C -4.5676 -1.1661 0.5106 -0.73 0.77 -0.23
C 2.6476 1.4925 -1.5629 -0.55 -0.71 -0.32
C 0.8429 2.9293 3.2975 0.01 0.21 0.03
C -0.0096 -3.8687 -0.1712 0.00 -0.25 -0.02
H 0.8801 -3.6554 3.5131 0.06 0.08 0.19
H -3.1876 -2.7936 0.8416 0.03 -0.11 0.07
H 0.9713 3.3099 4.2989 0.00 0.03 0.07
H 3.0222 1.2813 -0.5722 0.08 -0.02 0.12
H -0.2592 -3.8841 -1.2266 0.03 0.02 0.03
H -5.7095 0.5912 0.0372 -0.12 0.08 0.03
H 3.5295 3.4373 -1.6483 0.13 0.04 0.00
H 2.3578 -1.0543 -0.8716 0.00 -0.21 -0.32
H 0.8487 -1.1335 3.2784 0.12 0.00 -0.01
H 0.5287 4.0402 0.1036 0.06 0.03 -0.03
H -0.0835 -5.9962 0.0675 -0.03 -0.07 -0.07
H 1.4136 2.1954 -5.1482 -0.06 0.02 -0.12
H 0.7716 0.0919 -4.0315 -0.03 -0.13 -0.11
H 1.2673 -1.5351 -2.2882 0.48 -0.04 -0.02
H 0.5170 -5.8817 2.4898 0.00 -0.02 0.03
H 0.4343 1.5889 -0.2777 0.10 0.14 0.13
H -5.3808 -1.6867 0.9936 -0.04 0.03 0.05
H 0.8160 0.9057 3.9299 0.00 -0.08 0.14
```
Forces are in eV/Å.

* lowest unoccupied orbital energy (spin up / spin down): -0.1769 / -0.1775 hartree
* expectation value of S²: 2.019
* charge: +1
* Kohn-Sham gap (spin up / spin down): 4.39 / 4.93 eV
* spin multiplicity: 3

For each atom in turn, the Mulliken charge in e is: -0.16, 0.44, -0.04, -0.22, 0.40, -0.42, 0.39, -0.22, -0.77, 0.29, 0.99, 0.58, -0.21, 0.43, -0.79, -0.33, -0.53, 1.01, -0.18, -1.24, -0.82, -0.80, -0.77, -0.04, -0.87, -0.97, 0.37, -0.37, 0.10, -0.75, -0.36, -0.71, -0.03, 0.47, 0.45, 0.44, 0.48, 0.45, 0.50, 0.46, 0.51, 0.33, 0.53, 0.44, 0.43, 0.43, 0.53, 0.46, -0.05, 0.40, 0.36

DFT (ωB97M-V with the def2-TZVPD basis set) results for 6 unconnected molecules or ions with the total composition C2H14O4S2 in a non-equilibrium geometry.

```
22
Properties=species:S:1:pos:R:3:forces:R:3
S -0.6945 1.9209 1.7377 0.75 -0.45 -0.05
S -0.0381 -2.0315 -0.5171 0.29 1.00 0.81
O 2.9197 1.0527 -1.5054 -0.17 -0.06 0.01
O 2.7625 -0.7313 0.8329 -0.25 -0.15 -0.09
O -1.6364 -1.1593 2.2764 0.10 0.10 0.06
O -3.0846 -0.9104 -1.4428 0.27 -0.05 -0.01
C -0.7296 1.4075 -0.8529 0.09 -0.93 -0.99
C 0.1972 1.3471 0.3775 -0.96 1.38 -0.68
H -1.9417 -1.4500 3.1400 -0.03 -0.01 0.06
H -2.8626 -0.8443 -2.3776 -0.14 0.01 -0.02
H 1.1209 1.8880 0.1898 0.25 -0.27 0.33
H 0.4241 0.2391 0.4696 -0.12 -1.09 -0.02
H 2.0607 -1.2149 0.3613 0.12 -0.07 0.00
H -2.2661 -1.2701 -1.0569 -0.25 -0.06 -0.01
H -0.3910 -1.9482 0.7956 -0.04 -0.16 -0.41
H -1.6151 0.7973 -0.6824 -0.40 0.75 0.20
H -0.8862 2.4281 -1.1999 -0.45 -0.01 0.40
H -0.3069 0.8828 -1.7250 0.67 0.04 0.39
H 2.7782 -1.1537 1.6967 0.16 0.09 0.08
H 2.9126 0.5872 -0.6564 0.22 -0.02 -0.03
H -1.6492 -0.1894 2.3056 -0.17 -0.13 -0.09
H 2.9262 0.3523 -2.1669 0.03 0.08 0.07
```
Forces are in eV/Å.

* relative energy (zero: lowest compared OMol25 entry of this formula, charge and spin): 4.777 eV
* lowest unoccupied orbital energy: -0.1740 hartree
* charge: 0
* Kohn-Sham gap: 4.19 eV

For each atom in turn, the Mulliken charge in e is: -0.11, -0.38, -0.62, -0.67, -0.50, -0.64, -1.14, 0.42, 0.27, 0.32, 0.30, -0.40, 0.26, 0.27, 0.25, 0.44, 0.40, 0.27, 0.34, 0.39, 0.24, 0.29

DFT (ωB97M-V with the def2-TZVPD basis set) results for a gas-phase ion, C3H8NOS (charge +1) in a non-equilibrium geometry.

```
14
Properties=species:S:1:pos:R:3:forces:R:3
S 1.1838 1.2088 0.1334 -1.87 2.37 0.10
O 2.2275 0.0096 0.1326 2.01 -3.49 -0.29
N -0.4309 -0.8174 0.6338 -0.50 0.52 2.66
C -0.5211 0.3038 -0.1549 0.56 1.33 -1.87
C -1.6729 1.3799 -0.0021 -0.63 -0.50 -2.07
C 2.1837 -1.2055 -0.2536 -1.15 0.67 -0.15
H -0.3838 0.1580 -1.3033 -0.78 -0.49 2.11
H -0.3967 -1.7448 0.3585 -0.32 -1.60 -1.21
H -1.9480 1.9195 0.9391 0.58 -1.17 -0.47
H -2.6155 0.9058 -0.5391 1.79 0.87 1.47
H 1.3073 -1.6049 -0.7731 0.38 0.44 0.00
H -1.3591 2.1642 -0.7266 -0.29 -0.20 0.46
H -0.5789 -0.7678 1.6549 -0.07 0.44 -1.07
H 3.0046 -1.9091 -0.0998 0.28 0.82 0.32
```
Forces are in eV/Å.

* relative energy (zero: lowest compared OMol25 entry of this formula, charge and spin): 3.385 eV
* lowest unoccupied orbital energy (spin up / spin down): -0.2165 / -0.2165 hartree
* charge: +1
* Kohn-Sham gap (spin up / spin down): 8.11 / 8.11 eV

For each atom in turn, the Mulliken charge in e is: 0.21, -0.16, -0.43, 0.06, -1.03, 0.01, 0.31, 0.24, 0.35, 0.30, 0.28, 0.37, 0.19, 0.31

DFT (ωB97M-V with the def2-TZVPD basis set) results for a gas-phase ion, C4H2ClN2O2 (charge -1) in a non-equilibrium geometry.

```
11
Properties=species:S:1:pos:R:3:forces:R:3
Cl 4.1628 1.2794 -0.2061 -0.79 0.24 -0.32
O 0.9354 -3.1785 -0.5961 -1.26 -1.09 -1.05
O 2.7443 -2.9372 0.6911 1.14 -0.03 0.65
N 1.4428 1.5873 0.1772 1.91 0.54 -0.23
N 1.6521 -1.0401 -0.1699 0.84 0.87 0.38
C 0.3356 0.9246 0.0567 0.36 -1.19 -0.52
C 2.5554 1.0558 0.3386 0.52 -1.51 0.73
C 1.8164 -2.6014 -0.0043 -0.27 1.26 0.16
C 0.5002 -0.5308 -0.1022 -2.04 1.94 0.04
H -0.5259 -0.9434 -0.1450 0.92 -1.06 0.19
H -0.5196 1.4606 0.3561 -1.33 0.02 -0.03
```
Forces are in eV/Å.

* relative energy (zero: lowest compared OMol25 entry of this formula, charge and spin): 2.324 eV
* lowest unoccupied orbital energy: 0.1167 hartree
* charge: -1
* Kohn-Sham gap: 7.26 eV

For each atom in turn, the Mulliken charge in e is: -0.14, -0.66, -0.66, -0.31, -0.31, -0.60, 0.23, 0.52, 0.24, 0.30, 0.39

DFT (ωB97M-V with the def2-TZVPD basis set) results for a single C10H10N2 molecule in a non-equilibrium geometry.

```
22
Properties=species:S:1:pos:R:3:forces:R:3
N -2.2357 -1.5966 -0.7497 -0.14 0.19 -1.11
N -2.3444 -1.8105 0.4299 -0.39 0.01 1.25
C -0.0749 -0.7770 0.1211 0.32 1.13 -0.28
C -2.1162 0.7870 0.2621 1.07 -1.55 3.21
C 0.6908 0.4023 0.0433 1.10 -0.82 -0.64
C 2.0661 0.2790 -0.2308 -0.47 -1.72 1.13
C 2.7677 -0.9311 -0.1402 -4.59 0.45 0.21
C 0.6068 -1.9867 0.0634 -2.03 -1.61 0.42
C -1.5587 -0.6142 0.1183 1.44 -0.22 -0.84
C 0.1420 1.7936 0.1372 -0.73 -1.31 -0.02
C -1.3100 1.8730 -0.3911 1.68 -2.56 0.13
C 1.9853 -2.0649 0.0631 -0.60 2.26 -0.60
H -1.4354 1.7181 -1.4306 0.46 -0.06 -1.37
H -0.0327 -2.9588 0.0759 1.39 1.75 0.10
H -2.1884 0.8550 1.3920 0.31 0.67 -0.87
H -1.6453 2.8030 -0.1883 -1.52 2.99 0.78
H 0.9313 2.2979 -0.4351 -0.80 1.16 0.65
H 0.0179 1.9846 1.2308 0.75 0.63 -0.76
H 2.3454 -2.9947 0.2014 1.67 -2.96 0.20
H 2.7340 1.0768 -0.3517 0.23 1.72 -0.25
H -3.1123 0.6787 0.0175 -2.27 0.43 -1.12
H 3.7666 -0.8144 -0.2382 3.13 -0.60 -0.19
```
Forces are in eV/Å.

* relative energy (zero: lowest compared OMol25 entry of this formula, charge and spin): 3.512 eV
* SMILES string: c1ccc2c(c1)CCCC21N=N1
* lowest unoccupied orbital energy: 0.0252 hartree
* charge: 0
* Kohn-Sham gap: 9.30 eV

For each atom in turn, the Mulliken charge in e is: -0.40, -0.39, 0.46, -0.97, 0.46, -0.81, -0.83, -0.72, 1.61, -0.65, -0.92, -0.67, 0.37, 0.24, 0.28, 0.43, 0.41, 0.23, 0.50, 0.34, 0.52, 0.52

Copy entry 5 word for word.
DFT (ωB97M-V with the def2-TZVPD basis set) results for a gas-phase ion, C4H2ClN2O2 (charge -1) in a non-equilibrium geometry.

```
11
Properties=species:S:1:pos:R:3:forces:R:3
Cl 4.1628 1.2794 -0.2061 -0.79 0.24 -0.32
O 0.9354 -3.1785 -0.5961 -1.26 -1.09 -1.05
O 2.7443 -2.9372 0.6911 1.14 -0.03 0.65
N 1.4428 1.5873 0.1772 1.91 0.54 -0.23
N 1.6521 -1.0401 -0.1699 0.84 0.87 0.38
C 0.3356 0.9246 0.0567 0.36 -1.19 -0.52
C 2.5554 1.0558 0.3386 0.52 -1.51 0.73
C 1.8164 -2.6014 -0.0043 -0.27 1.26 0.16
C 0.5002 -0.5308 -0.1022 -2.04 1.94 0.04
H -0.5259 -0.9434 -0.1450 0.92 -1.06 0.19
H -0.5196 1.4606 0.3561 -1.33 0.02 -0.03
```
Forces are in eV/Å.

* relative energy (zero: lowest compared OMol25 entry of this formula, charge and spin): 2.324 eV
* lowest unoccupied orbital energy: 0.1167 hartree
* charge: -1
* Kohn-Sham gap: 7.26 eV

For each atom in turn, the Mulliken charge in e is: -0.14, -0.66, -0.66, -0.31, -0.31, -0.60, 0.23, 0.52, 0.24, 0.30, 0.39